{
  "formula": "C78H195N13",
  "method": "ωB97M-V/def2-TZVPD",
  "species": ["C", "C", "N", "C", "C", "C", "C", "H", "H", "H", "H", "H", "H", "H", "H", "H", "H", "H", "H", "H", "H", "H", "C", "C", "N", "C", "C", "C", "C", "H", "H", "H", "H", "H", "H", "H", "H", "H", "H", "H", "H", "H", "H", "H", "C", "C", "N", "C", "C", "C", "C", "H", "H", "H", "H", "H", "H", "H", "H", "H", "H", "H", "H", "H", "H", "H", "C", "C", "N", "C", "C", "C", "C", "H", "H", "H", "H", "H", "H", "H", "H", "H", "H", "H", "H", "H", "H", "H", "C", "C", "N", "C", "C", "C", "C", "H", "H", "H", "H", "H", "H", "H", "H", "H", "H", "H", "H", "H", "H", "H", "C", "C", "N", "C", "C", "C", "C", "H", "H", "H", "H", "H", "H", "H", "H", "H", "H", "H", "H", "H", "H", "H", "C", "C", "N", "C", "C", "C", "C", "H", "H", "H", "H", "H", "H", "H", "H", "H", "H", "H", "H", "H", "H", "H", "C", "C", "N", "C", "C", "C", "C", "H", "H", "H", "H", "H", "H", "H", "H", "H", "H", "H", "H", "H", "H", "H", "C", "C", "N", "C", "C", "C", "C", "H", "H", "H", "H", "H", "H", "H", "H", "H", "H", "H", "H", "H", "H", "H", "C", "C", "N", "C", "C", "C", "C", "H", "H", "H", "H", "H", "H", "H", "H", "H", "H", "H", "H", "H", "H", "H", "C", "C", "N", "C", "C", "C", "C", "H", "H", "H", "H", "H", "H", "H", "H", "H", "H", "H", "H", "H", "H", "H", "C", "C", "N", "C", "C", "C", "C", "H", "H", "H", "H", "H", "H", "H", "H", "H", "H", "H", "H", "H", "H", "H", "C", "C", "N", "C", "C", "C", "C", "H", "H", "H", "H", "H", "H", "H", "H", "H", "H", "H", "H", "H", "H", "H"],
  "xyz": [[-1.6122, 2.7864, 5.7808], [-1.1684, 3.8501, 4.7838], [-0.6881, 3.2510, 3.4773], [-0.4199, 4.2526, 2.4640], [-1.6911, 4.6379, 1.7283], [0.4900, 2.3770, 3.7006], [1.7789, 3.0402, 4.1667], [-0.7832, 2.2918, 6.2911], [-2.1946, 1.9846, 5.3157], [-2.2343, 3.2241, 6.5620], [-1.9698, 4.5655, 4.5509], [-0.3422, 4.4631, 5.1583], [0.0726, 5.1440, 2.8947], [0.2625, 3.8009, 1.7332], [-2.4689, 4.8630, 2.4417], [-1.4320, 5.4610, 1.0419], [-2.0056, 3.7751, 1.1250], [0.6884, 1.8097, 2.7839], [0.2936, 1.5491, 4.3909], [2.1814, 3.7138, 3.4141], [2.5074, 2.2428, 4.3941], [1.6168, 3.5568, 5.1195], [-5.9008, -4.4453, -0.9707], [-5.1325, -3.1735, -1.4310], [-6.0122, -2.0489, -1.6532], [-5.3789, -0.7592, -1.4828], [-4.4322, -0.2403, -2.5833], [-6.8571, -2.1968, -2.8408], [-7.9477, -1.0935, -2.9359], [-6.5041, -4.7713, -1.8049], [-6.3872, -4.1662, -0.0652], [-5.1622, -5.2154, -0.8125], [-4.4238, -2.8719, -0.6265], [-4.5646, -3.3515, -2.3674], [-6.1656, 0.0051, -1.4034], [-4.8883, -0.7679, -0.5198], [-3.9867, 0.7210, -2.2995], [-3.5477, -0.8954, -2.6927], [-4.9002, -0.1260, -3.5593], [-7.3149, -3.1742, -2.7984], [-6.1926, -2.1647, -3.7367], [-8.7049, -1.4155, -3.6603], [-7.5113, -0.1897, -3.2791], [-8.5021, -1.0550, -1.9782], [-1.5415, -5.2999, -3.5761], [-2.1046, -5.7386, -2.2262], [-2.0574, -7.2259, -1.9481], [-3.0876, -7.9322, -2.6748], [-4.3329, -8.2038, -1.8911], [-0.6713, -7.7609, -2.1054], [-0.5010, -9.0211, -1.2045], [-1.7071, -4.2311, -3.6803], [-2.1111, -5.8474, -4.3343], [-0.5261, -5.5908, -3.7823], [-1.5405, -5.2522, -1.4280], [-3.1420, -5.4014, -2.1248], [-3.3532, -7.4043, -3.6220], [-2.6161, -8.8707, -2.9946], [-3.9978, -8.6386, -0.9550], [-4.8974, -7.3018, -1.5813], [-5.0224, -8.8618, -2.4418], [-0.0109, -6.9799, -1.7350], [-0.4241, -8.0634, -3.1182], [-0.5501, -8.7411, -0.1438], [0.4465, -9.4792, -1.5225], [-1.3164, -9.7616, -1.4162], [5.0356, -2.1808, -3.1857], [5.4449, -1.1620, -2.1327], [6.8166, -1.2304, -1.6032], [7.1064, -2.5149, -0.9474], [5.9997, -2.8560, 0.0250], [7.8348, -0.9107, -2.6382], [7.7955, 0.5594, -3.1392], [5.5841, -2.1032, -4.1187], [3.9637, -2.0035, -3.3884], [5.0921, -3.2192, -2.8440], [5.2956, -0.1824, -2.5896], [4.7738, -1.1528, -1.3015], [8.0342, -2.4501, -0.3943], [7.2046, -3.3817, -1.6360], [5.0359, -2.9542, -0.4320], [5.9307, -2.0720, 0.7906], [6.1754, -3.8044, 0.5399], [8.7783, -1.1394, -2.1545], [7.7687, -1.6016, -3.4899], [8.7317, 0.7369, -3.6708], [6.9571, 0.7105, -3.8075], [7.5863, 1.2318, -2.3124], [-6.1236, 3.3082, -5.1506], [-4.8207, 2.7852, -4.5331], [-3.9175, 3.9416, -4.4508], [-3.1181, 3.8877, -3.2725], [-3.9074, 4.1599, -1.8971], [-3.1274, 4.1597, -5.6542], [-2.8067, 5.6024, -5.9216], [-6.8315, 2.5734, -5.4640], [-5.8992, 3.9391, -6.0373], [-6.5630, 3.9691, -4.4145], [-5.1092, 2.4266, -3.5600], [-4.3879, 1.9690, -5.1237], [-2.6322, 2.8944, -3.2397], [-2.2974, 4.5921, -3.3915], [-4.5052, 5.0713, -2.0137], [-4.5365, 3.3093, -1.6486], [-3.2202, 4.2847, -1.0701], [-3.7012, 3.7887, -6.5219], [-2.2290, 3.5677, -5.7336], [-2.4908, 5.7480, -6.9628], [-1.9359, 5.9813, -5.3537], [-3.6487, 6.2617, -5.7356], [5.3971, 3.3951, 3.9880], [5.1053, 2.1695, 3.1420], [5.7690, 2.1379, 1.8118], [5.1074, 3.0174, 0.8412], [6.0343, 3.2419, -0.3255], [5.9558, 0.7750, 1.3533], [7.2726, 0.1458, 1.9161], [6.4788, 3.4595, 4.1464], [4.9114, 3.3473, 4.9813], [5.0857, 4.2992, 3.4596], [5.3900, 1.2929, 3.7247], [4.0388, 2.0400, 2.9739], [4.1810, 2.5557, 0.5398], [4.9126, 3.9765, 1.2999], [6.9862, 3.5721, 0.0761], [6.0737, 2.3400, -0.9410], [5.6876, 4.0480, -0.9826], [6.0779, 0.7899, 0.2558], [5.0736, 0.1752, 1.5259], [7.2145, -0.0072, 2.9957], [8.1108, 0.8129, 1.6496], [7.4903, -0.7766, 1.3792], [4.0857, -6.5651, 0.2346], [3.2586, -5.3616, 0.7814], [2.2579, -5.0313, -0.2053], [0.9725, -4.5844, 0.3823], [0.1738, -5.7715, 0.8690], [2.7816, -4.2175, -1.2676], [2.2280, -4.6612, -2.6323], [4.6341, -6.1978, -0.6277], [3.3723, -7.3524, -0.0547], [4.7653, -6.8785, 1.0309], [2.7100, -5.6873, 1.7069], [3.8836, -4.5165, 1.0861], [1.1823, -3.8930, 1.1959], [0.3652, -4.0538, -0.3451], [-0.1129, -6.4477, 0.0931], [0.7006, -6.3559, 1.6508], [-0.7561, -5.4474, 1.3273], [3.8717, -4.3437, -1.3599], [2.6063, -3.1861, -1.0144], [2.5219, -5.7471, -2.7326], [2.5813, -4.0942, -3.4784], [1.1542, -4.5605, -2.7296], [0.2737, -4.6146, 5.2857], [-0.6965, -3.5736, 4.7503], [-0.7125, -2.3555, 5.5756], [-1.0000, -2.6003, 6.9824], [-2.2815, -3.3264, 7.2529], [-1.6281, -1.3245, 5.0164], [-1.2097, -0.8771, 3.5792], [1.2695, -4.2184, 5.3909], [0.3022, -5.4016, 4.5240], [-0.0703, -5.0618, 6.2182], [-0.3854, -3.2648, 3.7394], [-1.6845, -4.0391, 4.6503], [-0.9484, -1.6399, 7.4827], [-0.2204, -3.2194, 7.4270], [-2.2203, -4.4337, 7.0434], [-3.1082, -2.8920, 6.7179], [-2.6746, -3.1476, 8.2330], [-2.6381, -1.6865, 5.0301], [-1.5785, -0.5531, 5.8007], [-1.7784, -0.0103, 3.2116], [-0.1151, -0.7567, 3.5574], [-1.4952, -1.6090, 2.8166], [2.6103, 0.4019, -0.5820], [1.5839, -0.1964, -1.4885], [0.3975, -0.7852, -0.7635], [-0.1756, 0.1422, 0.2455], [-0.5713, 1.5276, -0.2792], [-0.5675, -1.1656, -1.7779], [-1.6950, -2.0062, -1.1351], [2.9707, -0.2807, 0.2020], [2.2518, 1.3087, -0.0559], [3.4743, 0.6684, -1.2047], [1.2025, 0.5741, -2.1705], [2.0379, -1.0104, -2.0620], [-0.9966, -0.3768, 0.7390], [0.5016, 0.3015, 1.0841], [-1.1276, 1.5176, -1.2029], [-1.0869, 2.0077, 0.5318], [0.3631, 2.0705, -0.4174], [-0.0949, -1.7483, -2.5663], [-0.9469, -0.3106, -2.3439], [-1.3126, -2.6251, -0.3105], [-2.1546, -2.6586, -1.8744], [-2.4989, -1.4045, -0.7184], [0.1924, 1.7779, -9.0099], [-0.2978, 0.8371, -7.9335], [-0.5869, 1.4018, -6.6152], [-1.5801, 0.6476, -5.8874], [-1.1891, -0.7981, -5.4229], [0.6557, 1.5947, -5.8088], [0.4416, 2.2958, -4.4654], [-0.6021, 2.5070, -9.2005], [0.4413, 1.1901, -9.8858], [1.0707, 2.3512, -8.6829], [-1.2036, 0.3708, -8.3396], [0.4113, -0.0088, -7.9083], [-1.8641, 1.1693, -4.9861], [-2.3828, 0.5912, -6.6328], [-0.9047, -1.3920, -6.3000], [-0.3050, -0.7983, -4.7621], [-2.0393, -1.3378, -4.9602], [1.3377, 2.2421, -6.3941], [1.2083, 0.6517, -5.7088], [1.3881, 2.6219, -4.0512], [0.0104, 1.5890, -3.7141], [-0.2300, 3.1715, -4.6042], [1.1247, 8.3985, -0.1221], [1.5324, 7.2193, -1.0048], [0.4136, 6.2749, -1.1671], [-0.7936, 6.8734, -1.7628], [-0.6366, 7.6106, -3.1189], [0.8700, 5.1029, -1.8694], [1.9131, 4.2953, -1.0654], [0.7225, 8.0004, 0.8165], [0.3853, 9.0647, -0.5597], [2.0070, 8.9536, 0.1926], [1.9878, 7.5697, -1.9121], [2.2689, 6.6675, -0.3908], [-1.5127, 6.0344, -1.8695], [-1.2733, 7.5818, -1.0798], [-0.4138, 6.9409, -3.9447], [-1.6392, 8.0421, -3.2720], [0.1010, 8.4047, -3.1414], [1.3098, 5.4353, -2.8259], [-0.0015, 4.4965, -2.0714], [2.0094, 3.3295, -1.5682], [1.5911, 4.1236, -0.0277], [2.8406, 4.8728, -1.0582], [-3.8844, 1.6038, 1.2731], [-4.0106, 1.9067, 2.7644], [-5.3056, 2.4157, 3.1354], [-5.5635, 2.4062, 4.6014], [-5.7356, 0.9071, 5.0964], [-5.4991, 3.7641, 2.6229], [-6.9881, 4.1781, 2.7205], [-4.8422, 1.1683, 0.9393], [-3.1326, 0.8713, 0.9472], [-3.7973, 2.4848, 0.6349], [-3.8323, 0.9435, 3.2469], [-3.1875, 2.5416, 3.1614], [-6.5510, 2.8742, 4.6833], [-4.8026, 2.9183, 5.1853], [-4.7453, 0.5384, 5.3996], [-6.0857, 0.3193, 4.2472], [-6.4599, 0.7834, 5.9127], [-4.9066, 4.5354, 3.1256], [-5.2097, 3.7339, 1.5661], [-7.6310, 3.3441, 2.4466], [-7.2603, 4.5941, 3.6880], [-7.2674, 4.9500, 1.9952], [3.4163, -1.4687, 3.2186], [4.2248, -1.3519, 4.5170], [3.6694, -0.4684, 5.5335], [2.3237, -0.9433, 5.8952], [1.5521, 0.0885, 6.7361], [4.5383, -0.5551, 6.6904], [5.8515, 0.1448, 6.5220], [3.3227, -0.4939, 2.7324], [2.4235, -1.9654, 3.3617], [3.8677, -2.1786, 2.5380], [4.4168, -2.3294, 4.9611], [5.1930, -0.9627, 4.2344], [1.7092, -1.0714, 4.9965], [2.3685, -1.9289, 6.3380], [0.5296, -0.2420, 6.8931], [2.1011, 0.2891, 7.6495], [1.4939, 1.0444, 6.2406], [4.6312, -1.6041, 6.9739], [4.0329, -0.1099, 7.5718], [6.4155, -0.0534, 7.4289], [5.7230, 1.2130, 6.4106], [6.4231, -0.1794, 5.6736]],
  "atomic_forces_ev_per_a": [[-0.08, -0.06, 0.16], [0.58, -0.34, -1.50], [0.15, -0.78, 1.50], [0.00, -0.08, 0.01], [0.78, -0.21, -0.61], [-0.09, -0.37, -0.19], [-0.04, -0.46, 0.49], [0.14, 0.14, -0.10], [0.00, 0.22, -0.20], [-0.01, 0.10, 0.01], [0.01, -0.39, 0.02], [-0.06, 0.06, 0.45], [0.02, -0.08, -0.15], [0.06, 0.20, 0.16], [-0.37, 0.42, -0.04], [-0.50, -0.07, 0.28], [-0.10, 0.30, 0.18], [-0.05, 0.36, -0.28], [-0.58, 0.38, 0.19], [0.15, 0.15, 0.09], [-0.14, 0.35, -0.23], [0.10, 0.20, -0.21], [1.69, 1.21, -1.32], [0.16, -0.04, 0.21], [-0.72, 0.06, 0.30], [-0.59, 0.87, -0.65], [1.04, -0.65, 0.32], [0.57, 1.02, 0.06], [-0.36, -2.24, 0.35], [-0.70, -0.20, 0.25], [-0.83, -0.25, 0.51], [0.16, -0.37, 0.35], [-0.30, -0.30, -0.59], [0.20, -0.34, 0.31], [0.00, -0.22, 0.17], [0.32, 0.01, 0.23], [-0.33, 0.04, 0.06], [-0.46, 0.05, -0.17], [-0.14, -0.02, 0.01], [-0.16, -0.19, -0.05], [-0.48, -0.09, 0.04], [0.24, 0.12, -0.13], [0.11, 1.09, 0.07], [0.58, 0.48, -0.35], [-1.22, -0.77, -0.16], [0.62, -1.07, 0.60], [0.77, 1.78, -0.22], [0.61, 0.00, -1.50], [-0.60, 0.22, 0.71], [-1.55, -0.65, 1.45], [-0.52, 0.21, -1.02], [0.20, 0.12, -0.29], [-0.12, 0.42, -0.24], [0.59, 0.18, 0.38], [-0.02, 0.03, 0.12], [0.10, -0.13, -0.06], [0.18, -0.24, 0.35], [-0.44, -0.10, -0.01], [-0.28, -0.48, 0.19], [0.37, -0.25, -0.46], [0.24, 0.11, 0.29], [0.28, -0.04, -0.39], [0.07, 0.29, -0.49], [0.24, -0.24, -0.31], [-0.13, -0.07, 0.63], [0.66, 0.62, 0.20], [-0.88, -0.37, 0.27], [0.83, 0.41, -0.55], [0.27, -0.06, -0.82], [-0.81, -0.22, -0.35], [0.29, 0.02, 1.05], [-0.61, 0.16, 0.57], [-0.30, -1.33, 0.38], [0.11, 0.12, -0.09], [0.39, -0.07, -0.17], [0.17, 0.12, 0.03], [0.26, 0.21, 0.05], [-0.50, -0.25, 0.48], [0.39, 0.22, -0.01], [0.11, 0.43, -0.16], [-0.39, 0.01, -0.31], [-0.12, -0.17, -0.11], [0.24, 0.05, -0.04], [0.36, 0.23, 0.00], [-0.05, 0.02, -0.09], [-0.15, 0.43, 0.15], [-0.06, -0.07, -0.46], [0.59, 0.16, 0.19], [0.84, 0.89, -0.63], [-0.74, 0.95, -1.20], [-0.54, -0.22, 0.13], [0.19, -0.23, 1.73], [0.74, -0.11, -1.90], [-1.07, -0.29, -0.94], [1.05, 0.90, -0.16], [-0.47, -0.75, -0.03], [-0.10, -0.38, 0.43], [-0.32, 0.13, 0.08], [0.45, -0.21, 0.48], [0.09, -0.10, 0.12], [0.12, -0.04, 0.44], [0.00, 0.29, 0.21], [0.03, -0.24, 0.07], [-0.24, 0.01, -0.06], [0.33, 0.09, 0.12], [-0.16, 0.15, 0.39], [0.66, -0.49, 0.43], [-0.19, -0.17, 0.06], [-0.50, -0.22, 0.11], [-0.17, -0.02, 0.08], [0.23, 0.09, -0.09], [0.13, -0.40, -0.56], [0.13, 0.60, 1.34], [0.82, -0.61, 0.48], [-0.50, 0.44, -0.63], [1.40, 0.24, -0.77], [-0.62, 0.66, -0.76], [-0.11, 0.05, 0.01], [0.06, 0.00, -0.58], [-0.04, 0.08, 0.26], [0.24, -0.13, -0.18], [-0.47, 0.11, 0.08], [-0.81, 0.01, -0.36], [-0.23, 0.16, 0.34], [0.37, -0.36, -0.18], [0.52, 0.18, 0.04], [-0.17, -0.11, 0.09], [-0.04, -0.08, 0.44], [-0.40, -0.54, 0.33], [0.19, -0.06, -0.09], [-0.40, -0.06, 0.41], [-0.15, -0.25, 0.29], [-0.63, 1.10, 0.96], [-0.73, -1.61, 0.61], [-0.71, -0.16, 0.22], [0.83, -0.57, -0.40], [0.07, -0.09, 1.33], [0.10, -0.37, -0.97], [0.14, -0.91, 0.40], [0.25, -0.35, -0.16], [0.47, 0.21, 0.13], [0.13, -0.29, -0.33], [0.60, 0.22, -0.71], [0.17, 0.15, -0.12], [-0.14, 0.34, 0.31], [0.23, 0.18, -0.33], [0.05, -0.32, -0.57], [-0.13, 0.29, -0.44], [-0.22, 0.22, 0.16], [-0.35, -0.03, 0.37], [-0.13, 0.99, -0.28], [-0.47, 1.10, -0.16], [0.67, 0.23, -0.22], [-0.41, -0.23, 0.43], [-0.58, -0.38, -0.77], [0.44, 0.59, 0.23], [-0.21, -0.03, -0.92], [0.51, -0.38, -0.11], [-0.98, -0.88, -0.22], [1.36, -0.20, 0.16], [-0.47, -0.30, 0.60], [0.39, 0.21, 0.19], [0.16, -0.13, 0.24], [0.12, 0.03, 0.01], [-0.06, -0.22, 0.32], [-0.24, 0.07, 0.01], [-0.19, 0.18, 0.21], [0.42, 0.23, -0.14], [-0.16, 1.20, 0.24], [-0.31, -0.07, -0.96], [0.39, -0.34, 1.12], [-0.90, -0.21, -0.26], [-0.07, 0.45, -0.74], [0.55, 0.27, 0.58], [-0.42, 0.30, -0.20], [0.23, -0.39, 0.32], [0.63, 0.53, 0.60], [-1.41, -0.51, 0.86], [1.31, 0.77, -0.28], [-0.06, -0.38, -0.53], [1.00, -0.62, 0.59], [-0.70, -0.75, 0.75], [0.16, 0.14, -0.22], [-0.18, -0.06, -0.27], [0.22, -0.39, -0.37], [-0.10, 0.19, 0.31], [0.25, 0.01, -0.25], [-0.15, 0.07, -0.11], [-0.32, 0.00, -0.30], [0.48, -0.18, -0.20], [-0.40, 0.08, -0.17], [-0.54, 0.46, 0.10], [-0.14, 0.28, -0.30], [0.44, -0.34, 0.22], [-0.43, 0.35, 0.10], [0.10, 0.14, -0.33], [-0.05, -0.11, -0.05], [-0.02, 0.23, 0.03], [-0.08, 0.96, 0.85], [0.00, -0.97, -0.13], [1.52, 0.36, 0.52], [-0.04, -1.36, -0.31], [0.12, 0.09, -0.72], [0.16, 0.74, -1.02], [-0.96, -0.64, 0.06], [0.19, -0.07, -0.35], [-0.01, 0.14, -0.27], [-0.07, -0.23, -0.18], [-0.16, 0.14, 0.32], [0.09, 0.04, 0.44], [-0.42, 0.54, 0.04], [-0.48, -0.13, 0.75], [-0.02, 0.01, 0.09], [-0.53, 0.05, -0.03], [0.44, 0.50, 0.00], [-0.40, -0.25, 0.07], [-0.09, -0.14, 0.25], [0.23, 0.16, -0.02], [0.05, 0.66, -0.50], [0.41, -0.54, 0.23], [0.14, -0.36, 0.51], [-0.82, -0.37, 2.18], [-0.04, 1.12, 0.18], [0.33, -0.39, -0.34], [-0.94, -0.45, 0.44], [0.32, 0.06, 0.21], [-0.62, 0.43, -0.46], [-0.21, 0.01, -0.19], [0.08, 0.09, -0.11], [0.05, 0.27, -0.30], [0.26, -0.01, -0.88], [-0.02, 0.37, -0.62], [0.27, 0.51, -0.08], [0.32, -0.17, 0.22], [0.00, -0.14, -0.07], [0.43, 0.05, -0.40], [0.09, 0.17, 0.30], [0.06, -0.51, -0.16], [-0.24, -0.37, -0.18], [0.45, 0.06, 0.13], [-0.01, 0.13, -0.32], [0.15, -0.58, 0.02], [-1.06, 0.01, -0.87], [1.31, -0.64, 0.27], [-0.24, 0.53, 0.94], [-1.20, -2.08, -0.91], [0.67, 1.07, -0.34], [-1.21, 0.00, -0.58], [0.14, 0.31, -0.67], [0.15, -0.01, 0.27], [0.15, 0.34, 0.58], [0.36, 0.09, 0.13], [-0.34, -0.04, 0.31], [-0.16, -0.05, -0.46], [0.47, 0.14, 0.41], [0.16, 0.34, 0.10], [-0.39, -0.19, 0.08], [0.01, -0.02, 0.03], [0.35, 0.25, -0.11], [0.40, -0.04, 0.12], [-0.04, 0.25, 0.20], [0.01, -0.25, 0.34], [-0.03, -0.24, 0.13], [0.43, 0.10, 0.01], [-0.91, -0.69, 0.56], [-0.18, 0.19, -0.82], [-0.79, -0.30, -0.26], [-0.70, 1.42, -0.78], [0.69, -0.53, -0.05], [-0.95, 0.56, 0.77], [0.19, 0.00, 0.50], [-0.22, -0.16, 0.05], [0.51, 0.82, 0.06], [0.69, 0.07, -0.27], [-0.09, -0.53, -0.01], [0.37, 0.10, -0.07], [0.40, -0.01, 0.09], [-0.01, -0.49, 0.60], [0.06, -0.14, 0.36], [-0.42, -0.09, 0.50], [0.11, 0.28, -0.52], [0.46, -0.46, 0.02], [0.18, -0.03, -0.56], [0.39, 0.16, 0.02], [-0.16, 0.31, 0.08], [0.34, -0.38, -0.36]],
  "lowdin_charge": [-0.08, -0.22, -0.16, -0.28, -0.07, -0.25, -0.09, 0.06, 0.06, 0.07, 0.11, 0.10, 0.12, 0.09, 0.05, 0.07, 0.04, 0.10, 0.08, 0.07, 0.06, 0.08, -0.06, -0.26, -0.21, -0.25, -0.07, -0.24, -0.07, 0.06, 0.07, 0.04, 0.11, 0.11, 0.11, 0.09, 0.06, 0.05, 0.06, 0.09, 0.12, 0.07, 0.04, 0.09, -0.08, -0.22, -0.17, -0.30, -0.09, -0.25, -0.08, 0.06, 0.07, 0.05, 0.09, 0.09, 0.11, 0.11, 0.07, 0.06, 0.08, 0.08, 0.11, 0.07, 0.07, 0.07, -0.07, -0.27, -0.16, -0.25, -0.10, -0.24, -0.07, 0.07, 0.07, 0.06, 0.10, 0.07, 0.11, 0.12, 0.02, 0.06, 0.08, 0.10, 0.10, 0.07, 0.06, 0.05, -0.08, -0.25, -0.19, -0.24, -0.04, -0.27, -0.08, 0.05, 0.08, 0.07, 0.08, 0.11, 0.10, 0.08, 0.08, 0.04, 0.04, 0.12, 0.08, 0.08, 0.05, 0.08, -0.08, -0.25, -0.18, -0.25, -0.08, -0.25, -0.05, 0.08, 0.07, 0.06, 0.09, 0.08, 0.09, 0.11, 0.08, 0.05, 0.07, 0.09, 0.08, 0.05, 0.08, 0.04, -0.06, -0.26, -0.20, -0.22, -0.08, -0.27, -0.06, 0.06, 0.08, 0.07, 0.11, 0.09, 0.11, 0.09, 0.02, 0.08, 0.08, 0.08, 0.10, 0.10, 0.05, 0.04, -0.08, -0.26, -0.18, -0.28, -0.09, -0.22, -0.07, 0.06, 0.07, 0.06, 0.10, 0.12, 0.10, 0.11, 0.09, 0.06, 0.07, 0.09, 0.10, 0.05, 0.07, 0.06, -0.10, -0.23, -0.15, -0.22, -0.05, -0.26, -0.07, 0.07, 0.06, 0.07, 0.09, 0.10, 0.08, 0.09, 0.06, 0.04, 0.04, 0.10, 0.09, 0.07, 0.04, 0.05, -0.09, -0.29, -0.18, -0.26, -0.07, -0.24, -0.09, 0.08, 0.07, 0.07, 0.11, 0.11, 0.08, 0.11, 0.06, 0.05, 0.07, 0.11, 0.11, 0.06, 0.05, 0.07, -0.09, -0.25, -0.19, -0.24, -0.08, -0.26, -0.08, 0.08, 0.06, 0.07, 0.11, 0.11, 0.09, 0.10, 0.05, 0.08, 0.06, 0.12, 0.10, 0.05, 0.07, 0.06, -0.08, -0.27, -0.20, -0.21, -0.07, -0.25, -0.09, 0.08, 0.06, 0.03, 0.09, 0.10, 0.09, 0.10, 0.05, 0.07, 0.06, 0.11, 0.10, 0.08, 0.06, 0.07, -0.07, -0.25, -0.16, -0.24, -0.05, -0.28, -0.08, 0.06, 0.07, 0.05, 0.12, 0.08, 0.07, 0.11, 0.04, 0.06, 0.04, 0.11, 0.11, 0.08, 0.07, 0.05],
  "relative_energy_kcal_mol": 50.94,
  "energy_ev": -103416.0086,
  "e_homo_ev": -8.05,
  "orbital_gap_ha": 0.3155,
  "lumo_energy_ev": 0.5
}